Density functional theory data (ωB97M-V/def2-TZVPD) for a structure of composition C52H58Cl2F3N9NiO3.

Values from the calculation:
- Frontier orbital gap (spin up / spin down): 7.19 / 7.06 eV
- Spin multiplicity: 3
- E: -5462.86260 Ha
- Relative energy (zero: lowest compared OMol25 entry of this formula, charge and spin): 6.481 eV

Geometry (Å):
1 Ni -1.9605 10.1583 2.0121
2 Cl -9.9501 12.8756 -0.1519
3 Cl -8.3433 10.7424 1.3034
4 F -5.9110 13.7713 2.3844
5 F -4.8472 15.1826 1.4344
6 F -5.2466 13.4491 0.4247
7 O -3.6876 13.1229 3.6490
8 O -0.4562 10.4157 0.3564
9 O -3.0404 11.9870 1.8516
10 N -9.4850 13.9306 4.9960
11 N -0.8506 10.9401 3.6868
12 N -3.4206 9.3664 3.6408
13 N -3.3485 9.3446 0.5750
14 N 2.4061 15.3808 1.7848
15 N -5.0066 18.7186 4.2226
16 N -9.1137 17.2720 1.2622
17 N 0.6645 18.0996 3.7342
18 N -2.7851 16.0170 -2.5976
19 C 3.0805 15.9114 0.6892
20 C -3.9404 8.0871 0.6471
21 C -8.3221 12.2058 0.2177
22 C -5.0728 7.6605 0.0063
23 C -5.6514 9.4760 4.4878
24 C -5.6348 8.1459 4.8580
25 C -8.4677 16.2340 0.6614
26 C -3.1816 14.1820 4.5001
27 C -4.8778 13.9080 1.6566
28 C -5.0884 18.4730 6.5892
29 C 2.4349 16.4724 -0.3948
30 C 1.1970 18.5373 4.9210
31 C 1.0458 15.2481 1.6413
32 C 1.0404 16.4060 -0.4570
33 C -3.9602 13.9384 -3.0166
34 C -4.5675 10.0409 3.8901
35 C -3.6821 15.0445 -2.2467
36 C -3.8736 10.0698 -0.4695
37 C -0.6040 17.5413 3.7334
38 C -5.7018 8.5411 -0.8511
39 C 0.4349 18.3080 6.1163
40 C -0.0833 11.5118 -0.4303
41 C -9.2946 14.1642 6.3100
42 C 0.5474 12.0638 5.8818
43 C -3.3789 8.0720 4.1494
44 C -4.4701 7.4136 4.7766
45 C -6.4740 17.6002 0.1325
46 C -5.6015 17.5233 4.0764
47 C 0.3052 15.7949 0.5781
48 C -8.1590 13.6986 6.9938
49 C -5.0501 9.7484 -1.1292
50 C -3.2812 13.8006 -4.2402
51 C -1.4443 17.3578 4.8904
52 C -0.8708 10.3953 4.9337
53 C -2.3505 14.7139 -4.6030
54 C -3.5307 13.2719 2.2344
55 C -1.0778 12.0794 -1.3536
56 C -0.1007 12.0805 3.5198
57 C -7.2049 16.3468 0.0313
58 C -7.1644 18.6884 0.7633
59 C -5.5562 17.1800 6.4439
60 C -8.4401 13.3274 4.3321
61 C -0.7848 17.6306 6.0733
62 C -5.9010 16.7546 5.1709
63 C -7.3363 12.8127 5.0365
64 C -0.2844 11.0160 6.0360
65 C -2.0849 15.7802 -3.7773
66 C -4.8221 19.2538 5.4658
67 C 0.6701 12.7108 4.5752
68 C -8.4171 18.4405 1.2728
69 C -3.0669 13.6165 5.9166
70 C -7.1176 13.0264 6.4144
71 H 3.0226 16.8652 -1.2113
72 H -6.4874 8.1588 -1.4858
73 H 0.6991 11.1742 -1.1100
74 H -4.2228 15.3159 -1.3521
75 H -5.8644 17.1827 3.0858
76 H -6.4990 7.6732 5.3006
77 H -2.6857 14.3932 6.5796
78 H 0.8495 18.4926 7.0963
79 H -3.3572 10.9925 -0.6894
80 H -4.7996 18.9198 7.5291
81 H -1.6408 11.4235 -2.0176
82 H -3.8196 15.0590 4.3917
83 H -0.7704 15.7034 0.6111
84 H -8.9258 15.2565 0.6940
85 H -9.9626 14.6956 6.9716
86 H -2.4146 12.7440 5.9531
87 H -8.7994 19.2494 1.8777
88 H -2.1524 14.4954 4.3252
89 H 0.9633 12.4829 6.7861
90 H -0.4730 10.6087 7.0183
91 H -2.8096 14.0752 2.0835
92 H -5.3247 10.5248 -1.8279
93 H -4.3567 6.3735 5.0446
94 H -8.4657 13.2017 3.2597
95 H -5.3989 6.6536 0.2214
96 H 0.4667 16.7200 -1.3164
97 H -7.9573 11.8890 -0.7594
98 H -1.4742 9.5038 5.0211
99 H -4.0177 13.2855 6.3343
100 H -1.8197 12.6306 -0.7758
101 H -5.8378 16.5902 7.3037
102 H -6.2629 12.6807 6.9770
103 H -2.4479 7.5402 4.0200
104 H -5.4612 17.7636 -0.2048
105 H -2.4217 16.9017 4.8349
106 H -4.6971 11.0732 3.6005
107 H -0.8801 17.2978 2.7181
108 H -3.4918 7.4921 1.4289
109 H -6.1847 15.7162 5.0834
110 H -1.7630 14.5428 -5.4929
111 H -1.2982 17.5041 7.0150
112 H -3.4458 12.8983 -4.8105
113 H -7.9331 13.9537 8.0186
114 H -0.0115 12.4903 2.5246
115 H -6.6574 19.6417 0.7398
116 H 2.1992 18.9395 4.9049
117 H -6.6004 12.3167 4.4210
118 H -4.8858 13.4928 -2.6833
119 H -6.6019 15.5807 -0.4333
120 H 0.3877 12.2588 0.2087
121 H -0.6090 12.8274 -1.9930
122 H 4.1452 16.0839 0.7446
123 H 0.5308 14.8201 2.4887
124 H -1.2212 16.2837 -4.1860
125 H -6.5540 10.0324 4.6928
126 H -4.2343 20.1571 5.5359
127 H 1.2107 13.6407 4.4780
128 H -7.7264 13.0270 0.6163

Löwdin atomic charge list, values in e, 5 entries: 0.757, 0.514, 0.476, 0.185, 0.154

---

Density functional theory data (ωB97M-V/def2-TZVPD) for a structure of composition C52H58Cl3IrN6OP2S.

Values from the calculation:
- Frontier orbital gap (spin up / spin down): 4.12 / 3.90 eV
- Spin multiplicity: 2
- E: -4985.08206 Ha
- Total charge: +3

Geometry (Å):
1 Ir 0.7373 1.5818 -0.4029
2 Cl -5.3260 -3.6009 2.1445
3 Cl -3.8110 -5.0016 -3.1068
4 Cl -7.0739 -1.1893 -1.2421
5 S -3.3520 -3.3309 4.3282
6 P 0.7406 2.2227 1.8598
7 P 2.8265 1.6588 -1.7162
8 O -5.8548 -0.5926 1.4748
9 N 0.6281 -5.4505 -0.0367
10 N -1.4126 1.8766 -0.9228
11 N 1.2098 3.6622 -0.5768
12 N 0.3169 -0.4882 -0.6575
13 N -3.5089 1.2763 -0.6420
14 N 0.0047 -5.4621 -2.1790
15 C 4.1023 0.4217 -4.0315
16 C 0.5255 4.8527 2.7741
17 C 0.2969 -4.7109 -1.0676
18 C -3.1603 0.9141 -1.9195
19 C 4.9487 0.7750 -0.1223
20 C -4.0881 -3.6782 -2.0336
21 C 0.9937 5.1665 -2.5222
22 C -3.3140 -2.2107 -0.3219
23 C 1.0686 4.5417 0.4426
24 C -5.5254 -1.9540 -1.1880
25 C 0.5604 -6.7473 -0.4759
26 C -3.0855 -3.2825 -1.1659
27 C 0.5879 -1.3168 0.3810
28 C 0.7543 4.0124 1.7043
29 C -0.0014 -2.4095 -2.0412
30 C 0.6250 6.2372 2.6248
31 C 4.4124 2.0174 -0.8399
32 C 3.4414 2.4474 2.5329
33 C 2.2859 0.2934 3.0912
34 C 0.2874 -3.2697 -0.9790
35 C -2.4429 1.8505 -0.0785
36 C 5.4939 2.6822 -1.6941
37 C -1.8766 1.3014 -2.0918
38 C 3.2076 -1.0378 -2.2128
39 C -1.3634 0.4389 2.4301
40 C -4.5127 -2.6141 3.2808
41 C -5.3070 -3.0196 -2.0510
42 C 2.9289 3.6186 -3.7844
43 C 0.6935 -9.1122 -0.4767
44 C 0.0372 -1.0497 -1.8429
45 C 2.5086 4.8148 -4.3559
46 C 1.2879 5.9384 0.3336
47 C -0.6499 1.8765 4.3474
48 C 3.0192 0.2996 -2.9561
49 C 0.0104 -7.9781 -2.5258
50 C -4.7822 0.9660 0.0069
51 C -3.9302 -0.8770 4.6737
52 C 1.0366 6.7682 1.4034
53 C -3.1511 -1.8667 5.1816
54 C -0.7922 1.8158 2.8231
55 C -4.7041 -0.4111 0.6920
56 C 1.4982 5.5533 -3.7489
57 C -4.7208 -1.2935 3.5598
58 C 0.2823 -9.1270 -1.8290
59 C 0.8260 -7.9362 0.2159
60 C 2.4069 3.1988 -2.5691
61 C 0.5878 -2.6787 0.2610
62 C -4.5285 -1.5308 -0.3083
63 C 2.1306 1.8148 2.9859
64 C -5.6769 -0.3620 2.8633
65 C 1.5125 4.0361 -1.8805
66 C 0.1648 -6.7793 -1.8268
67 H 4.2097 2.2661 3.2847
68 H -1.2807 1.2745 -2.9888
69 H -3.8107 -0.4180 1.3262
70 H 0.8100 -0.8511 1.3268
71 H -5.3424 0.6722 3.0323
72 H 0.1851 -10.0773 -2.3367
73 H 3.6835 3.0318 -4.2830
74 H -6.0919 -3.3361 -2.7243
75 H 2.0387 0.2945 -3.4485
76 H 5.1354 3.5800 -2.1958
77 H 4.1457 -0.5307 -4.5616
78 H 4.1541 0.1894 0.3461
79 H -3.9774 0.1166 5.1030
80 H -0.0727 1.0379 4.7346
81 H -2.4857 -1.8154 6.0293
82 H -5.5676 0.9664 -0.7440
83 H 1.6764 6.3558 -0.5824
84 H 3.7694 1.9922 1.6067
85 H -5.0134 1.7310 0.7478
86 H 0.2774 4.4501 3.7460
87 H -2.5389 -1.9068 0.3769
88 H -0.2559 -2.7783 -3.0256
89 H 5.4865 0.1309 -0.8163
90 H 1.8436 2.2343 3.9536
91 H -2.4296 0.4031 2.6502
92 H -2.4685 2.2966 0.8971
93 H 3.8945 1.1830 -4.7773
94 H 2.6529 -1.0940 -1.2774
95 H -6.6728 -0.4588 3.2953
96 H -3.8524 0.4293 -2.5878
97 H 3.3569 3.5263 2.3922
98 H -0.2059 2.7981 4.7186
99 H 1.1058 6.4352 -4.2378
100 H -1.4876 2.6004 2.5143
101 H 1.1789 7.8353 1.2986
102 H 5.6560 1.0718 0.6530
103 H -1.2161 0.2077 1.3767
104 H 6.3113 2.9803 -1.0359
105 H 4.0875 2.7567 -0.1028
106 H 2.8706 -1.8521 -2.8529
107 H -0.1726 -0.3793 -2.6623
108 H -0.3236 -5.1347 -3.0714
109 H -1.6502 1.8172 4.7783
110 H 4.2579 -1.2034 -1.9832
111 H -2.1516 -3.8286 -1.1321
112 H 5.0867 0.5961 -3.6040
113 H 0.9075 -10.0515 0.0144
114 H 5.9109 2.0073 -2.4382
115 H 2.9531 5.1530 -5.2821
116 H -0.8917 -0.3556 3.0111
117 H 0.1694 5.7073 -2.0757
118 H 0.8253 -3.3156 1.1021
119 H 0.4346 6.8863 3.4685
120 H 1.1267 -7.9072 1.2542
121 H -0.3031 -8.0123 -3.5606
122 H 2.5353 -0.1293 2.1163
123 H 1.3880 -0.1993 3.4680
124 H 3.1031 0.0581 3.7729

Löwdin atomic charge list, values in e, 5 entries: 1.059, 0.753, 0.721, 0.802, 1.029

---

Density functional theory data (ωB97M-V/def2-TZVPD) for a structure of composition C52H58Ge2N4OSeTeTi.

Values from the calculation:
- Frontier orbital gap: 6.90 eV
- E: -9982.86275 Ha
- Total charge: +2
- Relative energy (zero: lowest compared OMol25 entry of this formula, charge and spin): 2.881 eV

Geometry (Å):
1 Te 0.8063 -2.0579 -1.0007
2 Se 2.0130 0.7805 -1.6632
3 Ge -2.2938 1.7420 -3.2720
4 Ge -1.7201 1.6148 -0.8499
5 Ti 0.4786 1.2362 0.2858
6 O -0.7834 -2.5200 0.2089
7 N 1.1973 1.4963 2.4014
8 N 0.1531 7.4101 -0.5043
9 N 0.6298 3.3124 0.0812
10 N 0.0764 -0.5231 0.6888
11 C 1.2894 -7.4423 -4.4872
12 C 0.6909 3.8749 -1.1439
13 C -3.3378 5.4419 0.2410
14 C -4.1125 1.0066 -3.5528
15 C -2.3625 3.2421 0.1045
16 C 2.0381 -4.8966 1.9851
17 C 1.9246 -2.9268 0.6089
18 C 1.4919 -4.2127 0.9143
19 C 0.9177 0.9847 5.7530
20 C -1.6036 -1.4613 2.1722
21 C -3.0528 0.2958 -0.1921
22 C 0.3225 6.1016 -0.3086
23 C -1.5368 -3.7527 -2.5065
24 C 6.1403 1.2608 -1.1271
25 C 2.1627 -4.4434 -2.3598
26 C -0.1082 -5.6144 -3.4625
27 C 3.0183 -4.2929 2.7539
28 C -3.9878 0.5588 0.8025
29 C 3.8394 2.1694 0.1304
30 C -4.8426 -1.6751 0.6459
31 C 0.4206 4.1598 1.1060
32 C -0.2361 -4.4695 -2.6891
33 C -3.1507 -1.4707 4.4758
34 C 3.4025 -3.7426 -1.8956
35 C 2.2620 -5.5890 -3.1308
36 C -2.4759 -0.3176 4.1037
37 C 3.4354 -3.0084 2.4567
38 C -2.6738 4.3224 2.2495
39 C 1.1349 -6.2051 -3.6657
40 C 2.0837 1.3153 4.8084
41 C 3.7479 1.3976 -1.0211
42 C -0.7527 -1.4529 0.9851
43 C -3.9430 -1.9457 -0.3724
44 C -4.8769 -0.4152 1.2188
45 C -0.8271 0.6423 -4.0732
46 C -3.2073 5.4320 1.6178
47 C -2.2433 3.2504 1.4903
48 C 2.8940 -2.3024 1.3854
49 C 0.2602 5.5151 0.9695
50 C -2.2996 -2.6101 2.5405
51 C 1.6259 1.4047 3.4662
52 C -1.7030 -0.3173 2.9622
53 C 0.5748 5.2169 -1.3764
54 C -3.0602 -0.9642 -0.7792
55 C 4.9011 0.9569 -1.6610
56 C 5.0832 2.4735 0.6579
57 C -2.2010 3.5620 -4.0751
58 C -2.9270 4.3514 -0.5075
59 C 3.3696 -0.9212 1.0737
60 C -3.0658 -2.6097 3.6917
61 C 6.2308 2.0057 0.0385
62 C 0.8954 -3.9295 -2.0743
63 H 7.0386 0.9052 -1.6099
64 H -5.6022 -0.1856 1.9862
65 H -0.9828 -6.0419 -3.9315
66 H -4.0376 1.5476 1.2366
67 H 4.8177 0.3681 -2.5636
68 H 0.6739 5.5936 -2.3807
69 H 2.5129 -0.2320 1.0473
70 H 2.0026 -7.2745 -5.2927
71 H 4.2023 -2.5361 3.0561
72 H 7.1966 2.2248 0.4628
73 H -1.9845 3.4602 -5.1339
74 H 0.0740 6.1229 1.8405
75 H -4.2943 0.8856 -4.6158
76 H -3.7745 6.2952 -0.2518
77 H -2.5972 4.2892 3.3260
78 H 1.6749 -8.2564 -3.8740
79 H -4.8458 1.7044 -3.1576
80 H -2.2267 -3.4919 1.9264
81 H 1.3054 0.8698 6.7606
82 H -1.1624 0.5734 2.6516
83 H 0.3837 3.7190 2.0994
84 H 0.3417 -7.7530 -4.9154
85 H -1.3124 -2.6780 -2.4240
86 H 2.8555 0.5419 4.8674
87 H -0.5483 -0.2001 -3.4290
88 H 4.1854 -3.8650 -2.6388
89 H -0.0677 8.0180 0.2652
90 H -2.3604 -1.1528 -1.5898
91 H 3.7639 -4.1610 -0.9568
92 H 0.8524 3.2020 -1.9835
93 H -1.4309 4.1757 -3.6187
94 H 3.4602 -4.8272 3.5795
95 H -2.0328 -4.0755 -1.5901
96 H -3.5268 6.2810 2.2001
97 H 2.5380 2.2733 5.0845
98 H -4.2470 0.0512 -3.0575
99 H -1.1072 0.2474 -5.0443
100 H -2.5660 0.5740 4.7063
101 H 3.2416 -5.9932 -3.3430
102 H 5.1562 3.0676 1.5580
103 H -2.2112 -3.9088 -3.3460
104 H 0.7276 -4.6714 0.3020
105 H 0.4277 0.0589 5.4591
106 H -3.1592 4.0632 -3.9787
107 H 0.2031 7.8008 -1.4302
108 H -3.9460 -2.9155 -0.8472
109 H -1.8275 2.3724 1.9845
110 H 0.0589 1.2629 -4.2099
111 H -3.6086 -3.4940 3.9838
112 H 1.6998 -5.8951 2.2116
113 H 2.9346 2.5345 0.6176
114 H 0.1812 1.7846 5.7553
115 H -3.0636 4.3523 -1.5790
116 H 3.8699 -0.9087 0.1024
117 H -5.5305 -2.4384 0.9744
118 H 3.2150 -2.6688 -1.7712
119 H -3.7501 -1.4713 5.3727
120 H 4.0809 -0.5657 1.8182

Löwdin atomic charge list, values in e, 5 entries: 1.866, 0.712, 0.767, 0.871, 0.521

---

Density functional theory data (ωB97M-V/def2-TZVPD) for a structure of composition C52H60ClGeNO6PS2Sc.

Values from the calculation:
- Frontier orbital gap: 4.67 eV
- E: -6959.39899 Ha
- Total charge: -2
- Relative energy (zero: lowest compared OMol25 entry of this formula, charge and spin): 0.295 eV

Geometry (Å):
1 Ge -4.6221 0.5731 1.1372
2 Sc 0.8152 0.2274 1.0422
3 Cl 1.3368 -3.1722 0.7871
4 S -1.0740 2.3311 -0.9242
5 S 1.5607 -1.3456 -2.3380
6 P -1.9438 -1.8325 0.3476
7 O 0.2482 -0.5771 2.8734
8 O -1.4667 2.3435 3.7785
9 O -0.4270 1.6938 1.9051
10 O -0.6898 -0.1623 4.8651
11 O 0.3211 1.8768 -0.6188
12 O 1.0824 -0.6883 -1.0925
13 N 2.6607 0.6448 1.2811
14 C 3.8441 -0.0166 -1.6245
15 C 4.5118 -1.3956 2.4826
16 C 4.7543 0.1035 2.4338
17 C -2.4354 -2.6004 2.9591
18 C 4.2945 2.4018 1.7768
19 C -1.6993 -2.7214 -2.2996
20 C -1.4556 1.5841 -2.5414
21 C 0.4112 5.9230 -2.0186
22 C -2.5904 -2.1955 -1.3585
23 C -4.2373 -2.0282 -3.1396
24 C 3.8313 1.0321 1.8171
25 C -1.8069 -6.3158 0.0799
26 C -3.1776 -3.0731 4.0330
27 C 5.1740 0.3563 -1.8069
28 C 0.7443 -0.4178 -3.6624
29 C 5.9341 0.5433 3.0154
30 C 0.8823 1.0982 -3.5174
31 C 5.2297 -0.7846 -3.9290
32 C 5.4925 2.7744 2.3716
33 C -1.2560 -3.9285 0.2804
34 C -4.6173 0.4830 3.0879
35 C 3.5545 3.5159 1.0537
36 C -0.3932 0.1543 3.7289
37 C 0.3167 4.5988 -1.6114
38 C 3.2355 -0.7744 -2.6079
39 C -4.3322 -2.9004 1.5235
40 C -1.9898 6.0672 -2.1349
41 C 2.2032 3.8937 1.6603
42 C 3.3268 -1.7851 3.3676
43 C -3.8641 -1.8550 -1.8097
44 C -4.7952 2.4835 0.6379
45 C -0.4928 -6.6753 0.3669
46 C -0.9331 4.0236 -1.4819
47 C 5.8592 -0.0175 -2.9509
48 C -0.8177 1.5430 3.1322
49 C -0.7378 6.6529 -2.2877
50 C -3.0072 -2.5022 1.6914
51 C -2.0540 -2.8759 -3.6306
52 C 3.9147 -1.1781 -3.7536
53 C 0.0353 -4.3466 0.5393
54 C -2.0931 4.7491 -1.7186
55 C -5.0671 -3.3980 2.5908
56 C 6.3285 1.8740 3.0149
57 C -2.1583 -4.9756 0.0465
58 C -3.3319 -2.5313 -4.0608
59 C 4.4381 -2.0235 1.0908
60 C -2.9501 -0.0668 0.3720
61 C -0.4568 1.8309 -3.6681
62 C -4.4924 -3.4815 3.8530
63 C -6.3062 -0.2264 0.4636
64 C 3.4480 3.2638 -0.4528
65 C 0.4389 -5.6792 0.5982
66 H 1.1896 4.0074 -1.3709
67 H -0.1971 -7.7173 0.4107
68 H -7.1421 0.3230 0.9043
69 H 4.2000 4.3968 1.1634
70 H -2.9243 0.3132 -0.6553
71 H -6.3853 -0.1421 -0.6233
72 H 6.5769 -0.1993 3.4832
73 H -2.4528 1.9539 -2.7956
74 H -0.7130 -3.0248 -1.9679
75 H -1.3318 -3.2764 -4.3345
76 H -2.7187 -3.1054 5.0135
77 H 5.6629 0.9293 -1.0282
78 H -0.2710 2.9037 -3.7618
79 H -2.5526 -7.0814 -0.1099
80 H 1.3864 6.3845 -2.1130
81 H -4.8529 2.5889 -0.4500
82 H 3.1631 4.1859 -0.9728
83 H -1.4046 -2.2992 3.1093
84 H 3.4257 -1.8015 -4.4949
85 H -5.6941 2.9273 1.0737
86 H -5.2410 -1.7616 -3.4524
87 H 1.4698 3.1007 1.5496
88 H 1.8070 4.7970 1.1794
89 H 7.2525 2.1924 3.4832
90 H 1.5827 1.4704 -4.2676
91 H -5.0709 -3.8496 4.6926
92 H 5.4084 -1.8189 2.9537
93 H -4.7962 -2.8305 0.5457
94 H 5.3516 -1.8094 0.5277
95 H -2.2481 0.5602 0.9364
96 H 1.4718 -5.9183 0.8201
97 H 2.7102 2.4886 -0.6611
98 H -3.9235 3.0337 0.9984
99 H -0.2919 -0.7556 -3.5874
100 H -4.5645 -0.5500 3.4286
101 H -5.5208 0.9420 3.4976
102 H -3.7484 1.0181 3.4771
103 H -0.9377 1.5205 -4.6030
104 H 4.3176 -3.1083 1.1583
105 H 1.1416 -0.8026 -4.6045
106 H 2.3940 -1.3425 3.0240
107 H 1.3021 1.3340 -2.5396
108 H -2.8868 6.6449 -2.3195
109 H 5.7801 3.8227 2.3252
110 H -3.0637 4.2940 -1.5551
111 H -3.6165 -2.6614 -5.0986
112 H 3.4951 -1.4404 4.3912
113 H -0.6618 7.6876 -2.5985
114 H 3.1995 -2.8723 3.3876
115 H 3.3143 0.2553 -0.7062
116 H -6.4031 -1.2767 0.7417
117 H 2.3071 4.1010 2.7274
118 H 6.8942 0.2748 -3.0812
119 H -1.5599 0.5200 -2.3067
120 H -6.0951 -3.7094 2.4387
121 H 4.4115 2.9478 -0.8597
122 H -3.1947 -4.7269 -0.1735
123 H 3.5960 -1.6161 0.5361
124 H -4.5735 -1.4274 -1.1140
125 H 5.7700 -1.0868 -4.8180

Löwdin atomic charge list, values in e, 5 entries: 0.769, 0.832, 0.735, 1.033, 0.989